1.
This record from the OMol25 dataset describes C30H23MnN5O4 as an isolated structure. The level of theory is ωB97M-V with the def2-TZVPD basis set.

Values from the calculation:
HOMO energy (spin up / spin down)	-6.928 / -7.102	eV
gap between HOMO and LUMO (spin up / spin down)	5.03 / 5.08	eV
LUMO level (spin up / spin down)	-1.9 / -2.0	eV
spin multiplicity	6
relative energy (zero: lowest compared OMol25 entry of this formula, charge and spin)	11.3	kcal/mol

Cartesian coordinates (Å):
Mn  0.25942  0.06999  0.17435
C  3.89246  -1.12970  -4.10180
C  3.99680  -0.67578  -2.79779
C  2.86313  -0.23419  -2.12512
C  1.65247  -0.23593  -2.79459
C  1.52834  -0.68600  -4.10562
C  2.66049  -1.14259  -4.75258
N  0.52349  0.25882  -2.06455
N  -0.46042  0.56859  -2.76749
C  -1.59854  1.02327  -2.00650
C  -2.69701  1.41790  -2.74566
C  -3.80478  1.88707  -2.05322
C  -3.75514  1.95008  -0.67110
C  -2.60587  1.52582  -0.01939
N  -1.54139  1.06124  -0.67330
H  4.77362  -1.48338  -4.62128
H  4.94999  -0.65915  -2.28784
H  2.96233  0.13247  -1.10830
H  0.56495  -0.68999  -4.59381
H  2.58608  -1.51595  -5.76499
H  -2.66412  1.35360  -3.82245
H  -4.68926  2.20007  -2.59075
H  -4.58927  2.31456  -0.08992
H  -2.53584  1.54715  1.06047
C  -3.93222  -3.58033  0.65215
C  -3.76852  -2.26342  1.05032
C  -2.50112  -1.70404  1.12501
C  -1.35765  -2.42794  0.77343
C  -1.54049  -3.76524  0.38395
C  -2.80169  -4.32685  0.33148
N  -0.10454  -1.81873  0.77163
C  0.97847  -2.60899  1.20165
C  2.17304  -2.61936  0.48247
C  3.27969  -3.32240  0.93822
C  3.20560  -4.05990  2.10830
C  2.01154  -4.07514  2.82295
C  0.91684  -3.35420  2.38551
H  -4.91625  -4.02701  0.61173
H  -4.63011  -1.67274  1.33746
H  -2.37872  -0.70118  1.51847
H  -0.67173  -4.35619  0.12142
H  -2.90658  -5.36061  0.02690
H  2.22564  -2.07488  -0.45199
H  4.19888  -3.29720  0.36691
H  4.06311  -4.61595  2.46187
H  1.93987  -4.64358  3.74176
H  -0.00323  -3.35914  2.95703
O  3.63376  1.26693  0.70727
C  2.69212  1.54496  1.43657
O  1.47089  1.17239  1.26623
C  2.94591  2.32280  2.71153
C  4.23124  2.78403  2.97217
C  4.49356  3.51466  4.11939
C  3.44403  3.75937  4.98617
C  2.15779  3.30324  4.76625
C  1.91677  2.57633  3.61151
N  3.70969  4.55089  6.21217
O  2.76662  4.79488  6.93880
O  4.83566  4.97631  6.37493
H  5.01472  2.55916  2.26238
H  5.48001  3.88779  4.34658
H  1.37957  3.51436  5.48293
H  0.92896  2.19445  3.39773

natural (NBO) atomic charge list, values in e, 8 entries: Mn 1.59; C -0.18; C -0.19; C -0.23; C 0.13; C -0.22; C -0.21; N -0.24

=====

2.
This record from the OMol25 dataset describes C30H23N3O3STeV as an isolated structure in a non-equilibrium geometry. The level of theory is ωB97M-V with the def2-TZVPD basis set.

Values from the calculation:
HOMO energy (spin up / spin down)	-5.715 / -5.482	eV
gap between HOMO and LUMO (spin up / spin down)	3.95 / 3.66	eV
LUMO level (spin up / spin down)	-1.8 / -1.8	eV
spin multiplicity	2
relative energy (zero: lowest compared OMol25 entry of this formula, charge and spin)	69.6	kcal/mol

Cartesian coordinates (Å):
V  -0.83144  -1.20872  0.19699
O  -1.82836  0.89083  3.93293
C  -0.63376  0.73170  4.55066
C  -0.49833  1.26728  5.82897
C  0.70341  1.16055  6.50037
C  1.79177  0.51409  5.91233
C  1.64584  -0.04591  4.66034
C  0.43524  0.04742  3.96631
C  0.28292  -0.61744  2.66050
O  -0.77709  -0.30874  1.90456
N  1.11537  -1.53599  2.29937
N  0.69333  -2.09428  1.07686
C  1.33280  -3.13734  0.68517
C  0.96701  -3.89092  -0.50478
C  1.77937  -4.94145  -0.94972
C  1.41628  -5.69774  -2.04296
C  0.22219  -5.41423  -2.71155
C  -0.58840  -4.37534  -2.30235
C  -0.21837  -3.61706  -1.20400
O  -0.98689  -2.59850  -0.78007
H  -1.75115  0.49137  3.04576
H  -1.34955  1.77499  6.26566
H  0.79700  1.58452  7.49340
H  2.74077  0.45709  6.42972
H  2.46146  -0.57417  4.18477
H  2.18251  -3.45886  1.28209
H  2.70297  -5.14820  -0.41849
H  2.04704  -6.51191  -2.37430
H  -0.07614  -6.01605  -3.56085
H  -1.50497  -4.13094  -2.82250
N  -2.29201  0.31311  -0.18036
C  -2.80821  0.63035  -1.49697
C  -4.10431  1.11956  -1.55864
C  -4.65476  1.54138  -2.75303
C  -3.87095  1.48099  -3.89442
C  -2.58346  0.97869  -3.82329
C  -2.00289  0.51381  -2.63392
C  -0.58089  -0.00007  -2.62637
C  0.06919  -0.12903  -3.86193
C  1.40478  -0.48256  -3.96417
C  2.14441  -0.68029  -2.81091
C  1.49908  -0.61302  -1.58432
C  0.12531  -0.33639  -1.44236
H  -3.05022  0.30985  0.49404
H  -1.65994  1.07144  0.08949
H  -4.68724  1.17650  -0.64431
H  -5.66271  1.93306  -2.78492
H  -4.25730  1.82963  -4.84461
H  -2.00902  0.96985  -4.73546
H  -0.46892  0.02033  -4.78696
H  1.86047  -0.58681  -4.94163
H  3.20007  -0.92386  -2.86446
H  2.09271  -0.78614  -0.69388
Te  0.95756  2.10783  0.88699
C  1.73060  4.01375  0.75739
C  1.33202  5.04165  -0.06875
C  2.03692  6.25015  0.17305
C  2.95299  6.12271  1.18032
S  2.97539  4.54479  1.81568
H  0.57069  4.91715  -0.82761
H  1.86250  7.17248  -0.36405
H  3.60526  6.88303  1.58519

natural (NBO) atomic charge list, values in e, 8 entries: V 1.46; O -0.68; C 0.43; C -0.30; C -0.16; C -0.26; C -0.12; C -0.24

=====

3.
This record from the OMol25 dataset describes C30H24CoF3N6O2S as an isolated structure in a non-equilibrium geometry. The level of theory is ωB97M-V with the def2-TZVPD basis set.

Values from the calculation:
HOMO energy (spin up / spin down)	-10.749 / -10.741	eV
gap between HOMO and LUMO (spin up / spin down)	7.10 / 7.07	eV
LUMO level (spin up / spin down)	-3.7 / -3.7	eV
net charge	+1
spin multiplicity	2
relative energy (zero: lowest compared OMol25 entry of this formula, charge and spin)	1.4	kcal/mol

Cartesian coordinates (Å):
Co  1.08198  0.84125  -0.65522
C  5.77988  -2.22965  4.45168
C  5.40518  -1.57975  3.16058
C  4.61728  -2.25285  2.23068
C  4.30928  -1.66795  1.01678
C  4.77018  -0.39715  0.73468
C  5.54778  0.29735  1.64288
C  5.86378  -0.29965  2.85088
S  4.33818  0.29755  -0.84722
O  3.93618  -0.75075  -1.73762
O  5.30968  1.25545  -1.27352
N  2.89538  1.11795  -0.51812
C  2.76338  2.46465  -0.50312
C  3.70948  3.49205  -0.42232
C  3.24278  4.79185  -0.43132
C  1.87548  5.04415  -0.51882
C  0.99768  3.97835  -0.59952
N  1.43038  2.72585  -0.58342
H  5.14078  -3.08365  4.65838
H  5.71968  -1.52125  5.27438
H  6.80858  -2.58615  4.40268
H  4.25518  -3.24515  2.45358
H  3.74888  -2.19135  0.26078
H  5.92378  1.27525  1.38808
H  6.48028  0.22895  3.56238
H  4.75978  3.26295  -0.40272
H  3.93708  5.61645  -0.37702
H  1.49988  6.05275  -0.54182
H  -0.06992  4.12755  -0.68432
N  -5.83512  0.28105  0.14908
C  -7.13122  0.53925  -0.21212
C  -8.34652  0.16775  0.32138
C  -9.49062  0.62255  -0.32942
C  -9.41472  1.42245  -1.47462
C  -8.20632  1.79965  -2.01772
C  -7.03432  1.35305  -1.38452
N  -5.74162  1.55285  -1.68772
C  -5.01502  0.90725  -0.76382
C  -3.60372  0.88295  -0.73002
C  -2.85352  0.23785  0.29018
C  -1.49532  0.31105  0.29648
N  -0.76032  0.95255  -0.65832
C  -1.47272  1.56565  -1.65282
C  -2.83172  1.55405  -1.71972
H  -5.54782  -0.27545  0.93558
H  -8.41292  -0.44945  1.20448
H  -10.45892  0.35045  0.05968
H  -10.33142  1.74935  -1.94132
H  -8.14312  2.41645  -2.89822
H  -3.34662  -0.30295  1.08078
H  -0.93262  -0.14735  1.09988
H  -0.88612  2.08545  -2.40142
H  -3.34742  2.06185  -2.51622
F  -0.17082  -5.70455  -1.58932
C  0.87618  -5.30185  -0.85032
F  0.72678  -5.85195  0.36078
F  1.96848  -5.85535  -1.39882
C  0.98078  -3.80265  -0.79312
C  1.11538  -3.06445  -1.97462
C  1.21588  -1.69475  -1.89572
N  1.19398  -1.02835  -0.72372
C  1.11198  -1.75245  0.41368
C  0.98548  -3.12105  0.42618
H  1.14478  -3.56355  -2.92952
H  1.34488  -1.10045  -2.78862
H  1.16778  -1.20265  1.34468
H  0.90018  -3.65935  1.35688

natural (NBO) atomic charge list, values in e, 8 entries: Co 1.05; C -0.64; C 0.02; C -0.21; C -0.22; C -0.28; C -0.20; C -0.20

=====

4.
This record from the OMol25 dataset describes C30H24CuNO2PSe as an isolated structure. The level of theory is ωB97M-V with the def2-TZVPD basis set.

Values from the calculation:
HOMO energy (spin up / spin down)	-7.293 / -7.044	eV
gap between HOMO and LUMO (spin up / spin down)	7.31 / 5.84	eV
LUMO level (spin up / spin down)	0.0 / -1.2	eV
spin multiplicity	2
relative energy (zero: lowest compared OMol25 entry of this formula, charge and spin)	18.7	kcal/mol

Cartesian coordinates (Å):
Cu  -0.17333  0.10561  1.07375
O  -1.97046  -3.15910  2.39291
C  -1.60761  -2.41514  1.50298
O  -1.37770  -1.15222  1.67427
C  -1.50525  -3.03643  0.09040
C  -2.09885  -4.30045  -0.01720
C  -2.12750  -4.99674  -1.20950
C  -1.54108  -4.45313  -2.34816
C  -0.93598  -3.21513  -2.26363
C  -0.91549  -2.49259  -1.06269
P  -0.06612  -0.87487  -1.11897
C  1.59510  -1.32767  -1.71142
C  2.05807  -1.20694  -3.01773
C  3.35683  -1.58720  -3.33863
C  4.19848  -2.09381  -2.36109
C  3.74112  -2.22974  -1.05512
C  2.45039  -1.83819  -0.73081
C  -0.92161  0.03852  -2.43120
C  -0.27461  1.03649  -3.16076
C  -0.99220  1.86194  -4.01730
C  -2.36704  1.72319  -4.12889
C  -3.02446  0.75108  -3.38414
C  -2.30851  -0.08529  -2.53793
H  -2.54159  -4.71360  0.87736
H  -2.60472  -5.96850  -1.25631
H  -1.55449  -4.99132  -3.28916
H  -0.46764  -2.78677  -3.14492
H  1.40355  -0.83557  -3.79531
H  3.70748  -1.49419  -4.35930
H  5.20880  -2.38956  -2.61571
H  4.39071  -2.63880  -0.29037
H  2.09443  -1.93752  0.29089
H  0.79533  1.17281  -3.06123
H  -0.47501  2.61776  -4.59538
H  -2.92573  2.37140  -4.79302
H  -4.09989  0.64484  -3.46046
H  -2.82786  -0.84099  -1.95915
C  2.11923  3.77439  -0.81451
C  2.81424  2.79593  -0.12293
C  2.10713  1.77297  0.47810
N  0.76809  1.68916  0.41438
C  0.10313  2.62844  -0.27499
C  0.74075  3.68297  -0.89950
H  2.64675  4.59921  -1.27953
H  3.89198  2.82532  -0.03217
H  2.61315  0.99724  1.03812
H  -0.97461  2.52758  -0.30994
H  0.15736  4.41573  -1.44165
Se  0.82619  1.18315  3.38771
C  -0.19783  1.69937  4.90089
C  -0.54920  3.03777  5.07403
C  -1.24753  3.43719  6.20674
C  -1.60240  2.50424  7.17391
C  -1.24695  1.17098  7.01034
C  -0.55048  0.76704  5.87833
H  -0.26245  3.75995  4.32176
H  -1.51335  4.47955  6.33764
H  -2.15616  2.81514  8.05145
H  -1.50747  0.44484  7.77195
H  -0.27511  -0.27037  5.74279

Mulliken atomic charge list, values in e, 8 entries: Cu -0.37; O -0.68; C 0.19; O -0.64; C 0.59; C -0.77; C -0.52; C -0.70

=====

> What is the spin multiplicity in the fourth record?

2